{
  "formula": "CH3I2NS",
  "method": "ωB97M-V with the def2-TZVPD basis set",
  "elements": ["C", "N", "S", "I", "H", "H", "I", "H"],
  "xyz": [[1.08, -1.15, 1.62], [0.95, -1.56, 0.42], [-0.40, -1.54, -0.47], [-2.40, -0.42, 0.56], [0.40, -0.59, 2.29], [2.14, -1.21, 1.81], [-1.27, 2.88, -3.72], [-0.50, 3.59, -2.51]],
  "homo_lumo_gap_ev": 7.94,
  "smiles": "C=NSI.I",
  "e_lumo_ha": -0.0359,
  "e_above_lowest_ev": 0.000,
  "charge": 0,
  "multiplicity": 1
}